Formula: C6H15NSi
Source: OMol25
Level of theory: the ωB97M-V functional and the def2-TZVPD basis

The calculation puts the total energy at -581.81465 hartree. As for the structure (SMILES): C/C=C\[Si](C)(C)CN. As for the HOMO-LUMO gap: 9.92 eV. For the HOMO energy, the calculation gives -8.97 eV. Its energy above the lowest of the compared OMol25 structures with the same formula, charge and spin is 0.810 eV.

Last columns: bonded neighbours and bond lengths (Å).
Cartesian coordinates (Å):
1 C -0.4792 -0.9625 -0.8910  C6 1.294, Si8 1.856, H22 1.197
2 C -2.7004 -0.7931 0.2143  C6 1.483, H9 1.096, H10 1.104, H11 1.095
3 C 0.6030 1.6628 -0.5957  N7 1.542, Si8 1.945, H12 1.096, H14 1.030
4 C 0.7355 -0.4747 1.8645  Si8 1.847, H15 1.049, H16 1.086, H17 1.048
5 C 2.5908 -0.6609 -0.6967  Si8 1.925, H18 1.143, H19 1.149, H20 1.106
6 C -1.7687 -1.0643 -0.9073  C1 1.294, C2 1.483, H21 1.104
7 N -0.3419 2.2775 0.4566  C3 1.542, H13 1.008, H23 0.992
8 Si 0.8945 -0.1471 0.0540  C1 1.856, C3 1.945, C4 1.847, C5 1.925
9 H -3.4337 -0.0217 -0.0466  C2 1.096
10 H -2.1169 -0.3988 1.0651  C2 1.104
11 H -3.1714 -1.7170 0.5672  C2 1.095
12 H 0.2579 1.8001 -1.6268  C3 1.096
13 H -1.2755 2.0453 0.1565  N7 1.008
14 H 1.4884 2.1688 -0.4536  C3 1.030
15 H 1.5860 -0.2609 2.4401  C4 1.049
16 H -0.1874 -0.0870 2.2849  C4 1.086
17 H 0.5512 -1.5049 1.9096  C4 1.048
18 H 3.3863 -0.1464 -0.0578  C5 1.143
19 H 2.8358 -1.7829 -0.7089  C5 1.149
20 H 2.8412 -0.2351 -1.6865  C5 1.106
21 H -2.1653 -1.5593 -1.8106  C6 1.104
22 H 0.0947 -1.3909 -1.8495  C1 1.197
23 H -0.2248 3.2529 0.3181  N7 0.992